1.
A single C19H17N3O2S3 molecule in a non-equilibrium geometry. Source: OMol25; level of theory: the ωB97M-V functional and the def2-TZVPD basis.

XYZ file:
```
44
Properties=species:S:1:pos:R:3:forces:R:3:mulliken_charge:R:1
C 0.310239 1.516845 3.488088 0.1 0.1 0.1 -0.83
C -0.293741 0.406338 3.112761 0.0 -0.1 0.0 0.31
C 0.444573 -0.817293 2.651781 0.2 0.2 0.4 -1.47
N 0.185116 -1.064354 1.238719 0.1 -0.1 -0.1 0.07
C -0.951100 -1.681654 0.840780 -0.4 -0.3 -0.6 0.34
S -2.046902 -2.287738 2.065240 -0.2 -0.2 0.4 -0.21
C -3.561178 -2.475769 1.054712 0.5 0.0 0.0 -0.60
C -3.924118 -1.172444 0.445160 -0.3 0.0 -0.9 0.06
C -3.991312 -0.909784 -0.888759 -0.3 0.2 0.3 -0.33
S -4.372581 0.742896 -1.160838 0.1 -0.2 0.7 -0.22
C -4.402828 0.971786 0.584585 0.0 0.2 -0.9 0.67
C -4.683713 2.295807 1.182532 0.0 0.3 0.0 -1.16
N -4.158104 -0.097110 1.246512 0.0 0.0 0.8 -0.47
N -1.303356 -1.851000 -0.393938 -0.1 -0.4 0.2 -0.28
C -0.464708 -1.365789 -1.322177 0.6 0.3 0.0 0.54
S -0.825816 -1.430589 -3.009749 0.3 0.1 0.3 -0.25
C 0.673191 -0.654179 -3.367276 0.0 0.0 0.3 -0.76
C 1.417347 -0.351177 -2.263787 -0.2 -0.2 -0.1 0.48
C 2.715288 0.277861 -2.348511 0.1 0.7 -1.0 0.55
C 3.225507 1.130599 -3.295864 -0.5 -0.5 0.5 -0.71
C 4.541708 1.429417 -2.884939 0.3 -0.3 0.5 -0.58
C 4.749223 0.733865 -1.725886 0.5 0.6 -0.6 0.40
C 5.928639 0.636819 -0.827320 -0.3 -0.2 0.0 -1.20
O 3.648870 0.035130 -1.406149 0.0 -0.3 0.1 -0.27
C 0.752139 -0.752317 -1.059286 -0.4 -0.2 -0.3 -0.44
C 1.118182 -0.516065 0.317714 -0.1 0.0 0.0 0.54
O 2.076049 0.092257 0.737929 0.0 0.1 0.1 -0.65
H -0.242521 2.385704 3.802457 -0.2 0.1 0.0 0.28
H 1.384270 1.600076 3.495221 0.2 0.0 0.0 0.26
H -1.372828 0.332732 3.090714 -0.1 0.1 0.0 0.28
H 1.522090 -0.666826 2.750781 -0.2 -0.1 0.0 0.47
H 0.132988 -1.698681 3.220113 0.2 0.1 -0.1 0.49
H -3.378930 -3.232335 0.295554 -0.1 0.0 0.1 0.33
H -4.313141 -2.806627 1.770596 0.0 -0.1 0.0 0.43
H -3.830905 -1.578374 -1.708877 0.1 -0.2 -0.1 0.58
H -5.642285 2.675801 0.832856 0.0 0.1 0.1 0.35
H -4.703130 2.202477 2.264945 0.0 0.0 0.0 0.30
H -3.913004 3.010729 0.896421 0.0 0.1 0.0 0.31
H 0.931691 -0.475088 -4.391200 0.2 0.0 -0.2 0.51
H 2.714463 1.510041 -4.157038 -0.2 0.1 -0.1 0.52
H 5.239074 2.074784 -3.379103 0.2 0.1 0.0 0.48
H 6.643371 1.418570 -1.066614 0.0 0.0 0.0 0.34
H 5.606860 0.737350 0.207257 0.1 0.0 0.1 0.29
H 6.415323 -0.332692 -0.936115 0.1 0.0 0.0 0.26
```
Positions in Å, forces in eV/Å.

For the HOMO energy, the calculation gives -7.4866 eV. The LUMO energy is 0.53 eV. For the gap between HOMO and LUMO, the calculation gives 8.0 eV. Its SMILES is C=CCn1c(SCc2csc(C)n2)nc2scc(-c3ccc(C)o3)c2c1=O. The value obtained for the energy relative to the best compared isomer or geometry (same formula, charge and spin) is 0.1657 eV.

2.
A single C3H8S molecule in a non-equilibrium geometry. Source: OMol25; level of theory: the ωB97M-V functional and the def2-TZVPD basis.

XYZ file:
```
12
Properties=species:S:1:pos:R:3:forces:R:3:mulliken_charge:R:1
C -0.089851 2.041353 -0.680994 -0.5 1.1 0.0 -1.20
C 0.619970 0.752612 -0.317796 -0.8 -0.2 -0.2 -0.30
S -0.553007 -0.425153 0.445166 0.3 -0.2 -0.2 -0.11
C 0.386847 -1.960924 0.128476 -0.1 0.8 0.3 -0.82
H 0.467351 2.603424 -1.434777 0.0 -0.2 -0.1 0.32
H -0.264877 2.769796 0.119220 0.4 -0.4 0.3 0.32
H -1.102640 1.888659 -1.060704 0.2 -0.4 -0.3 0.34
H 1.470572 0.922849 0.332619 0.2 -0.1 0.0 0.34
H 0.925115 0.276940 -1.248436 0.3 0.0 0.1 0.26
H 0.451744 -2.195627 -0.931590 -0.1 0.0 0.0 0.27
H 1.383142 -1.794666 0.530994 0.1 -0.3 0.0 0.26
H -0.120316 -2.750112 0.672597 0.1 -0.2 0.0 0.31
```
Positions in Å, forces in eV/Å.

For the HOMO energy, the calculation gives -8.4858 eV. The LUMO energy is 1.14 eV. For the gap between HOMO and LUMO, the calculation gives 9.6 eV. Its SMILES is CCSC. The value obtained for the energy relative to the best compared isomer or geometry (same formula, charge and spin) is 0.1414 eV.

3.
A single C3H8S molecule in a non-equilibrium geometry. Source: OMol25; level of theory: the ωB97M-V functional and the def2-TZVPD basis.

XYZ file:
```
12
Properties=species:S:1:pos:R:3:forces:R:3:mulliken_charge:R:1
C 1.435684 -0.147302 1.534871 -1.8 3.0 -0.3 -0.95
C 0.385860 -0.463868 0.418094 -0.4 0.2 0.4 -0.53
S -0.203475 1.046204 -0.584375 1.2 0.3 1.0 -0.10
C -1.460401 0.490945 -1.753924 -0.7 -1.0 1.9 -0.78
H 2.365347 0.288735 1.128106 -0.4 -0.4 0.3 0.27
H 0.846932 0.740124 2.079053 1.7 -1.8 -0.6 0.23
H 1.626713 -0.960905 2.249581 -0.2 0.2 -0.5 0.32
H -0.404497 -0.960756 0.992808 -0.4 0.3 -0.6 0.34
H 0.712323 -1.099734 -0.364936 0.6 -1.0 -0.4 0.38
H -2.116508 1.337213 -1.965652 0.3 -0.1 -0.1 0.30
H -2.008401 -0.208474 -1.104934 -0.5 0.1 -0.6 0.22
H -1.179578 -0.062182 -2.628691 0.6 0.1 -0.5 0.30
```
Positions in Å, forces in eV/Å.

For the HOMO energy, the calculation gives -8.4760 eV. The LUMO energy is 1.15 eV. For the gap between HOMO and LUMO, the calculation gives 9.6 eV. Its SMILES is CCSC. The value obtained for the energy relative to the best compared isomer or geometry (same formula, charge and spin) is 0.8093 eV.